[1]
Entry from the Open Molecules 2025 dataset: a molecular structure, C57H44ClN2O4PS6SbW at a distorted geometry (ωB97M-V/def2-TZVPD).

XYZ file:
```
117
Properties=species:S:1:pos:R:3:forces:R:3:lowdin_charge:R:1
W -0.49728 -0.16242 0.39412 1.2 -0.1 1.2 1.0305
C -5.64878 1.04098 -1.99819 0.0 0.0 0.1 0.0168
C -4.58882 0.82894 -3.06258 -0.1 0.0 -0.1 -0.5585
C -5.15987 0.83963 -4.46185 0.0 -0.1 0.0 0.0221
O -3.55901 1.82538 -2.99332 0.0 0.0 0.0 -0.0398
C -2.39946 1.27959 -2.38960 0.1 -0.2 0.0 -0.1341
C -2.83730 -0.15004 -1.98754 -0.1 0.2 0.1 -0.1844
O -3.91658 -0.39608 -2.87217 0.3 0.0 -0.1 -0.0181
C -1.80600 -1.29776 -2.15526 -0.3 0.0 -0.1 -0.3259
O -0.69290 -1.08692 -1.25076 -0.1 0.0 -0.2 -0.3968
C -2.41269 -2.65573 -1.80046 0.0 0.0 0.1 -0.1915
C -1.55822 -3.75480 -1.84634 0.0 0.0 -0.1 -0.0365
C -1.98356 -5.00247 -1.42424 0.0 0.0 0.0 -0.0726
C -3.28339 -5.16659 -0.94978 0.1 0.0 0.0 -0.0849
C -4.15130 -4.08747 -0.94752 0.0 0.0 0.0 -0.0745
C -3.72373 -2.83741 -1.38376 0.0 0.0 0.1 -0.0542
C -1.30876 -1.30666 -3.59492 0.1 0.0 0.0 -0.1377
C -2.07550 -1.91172 -4.59006 0.0 0.0 0.0 -0.0080
C -1.66841 -1.86135 -5.91421 0.0 0.0 0.0 -0.0727
C -0.48269 -1.22533 -6.26470 0.0 0.0 0.0 -0.0953
C 0.28106 -0.61648 -5.28086 -0.1 0.0 0.1 -0.0732
C -0.14292 -0.64866 -3.95648 0.1 0.1 0.0 -0.0562
C -1.77946 2.19284 -1.28014 -0.3 0.0 -0.1 -0.3087
O -0.84961 1.34765 -0.60682 -0.3 0.9 0.0 -0.4132
C -0.99544 3.33072 -1.93711 0.2 -0.1 0.0 -0.1236
C 0.16692 3.80117 -1.33562 0.0 0.0 0.0 -0.0216
C 0.86589 4.86455 -1.88949 0.0 0.0 0.0 -0.0732
C 0.40492 5.47584 -3.04762 0.0 0.0 0.0 -0.0989
C -0.76122 5.01719 -3.64221 0.0 0.0 0.0 -0.0781
C -1.46161 3.95130 -3.09306 0.0 0.0 0.0 -0.0129
C -2.70508 2.86280 -0.25707 -0.1 -0.2 0.0 -0.1391
C -2.30093 2.95578 1.07408 0.0 0.1 0.0 -0.1007
C -3.08493 3.61130 2.01142 0.0 0.1 0.0 -0.0855
C -4.27727 4.20376 1.63092 0.0 0.0 0.0 -0.1197
C -4.65967 4.16341 0.30053 0.0 0.0 0.0 -0.0685
C -3.87602 3.51230 -0.64156 0.0 0.0 0.0 -0.0276
H -6.28958 1.88456 -2.26264 0.0 0.0 0.0 0.0969
H -5.21618 1.23220 -1.01525 0.0 -0.1 0.0 0.0800
H -6.25737 0.14005 -1.91146 0.0 0.1 0.0 0.0723
H -5.54470 1.83384 -4.68911 0.0 0.0 0.0 0.0909
H -5.96991 0.11257 -4.52899 0.0 0.0 0.0 0.0950
H -4.37624 0.58084 -5.17436 0.0 0.0 0.0 0.0893
H -1.62031 1.20619 -3.15156 0.0 0.0 -0.1 0.1525
H -3.19930 -0.14869 -0.96062 0.0 -0.1 0.1 0.0820
H -0.54934 -3.62544 -2.21309 -0.1 0.0 0.0 0.0946
H -1.29698 -5.84018 -1.45966 0.0 0.0 0.0 0.0898
H -3.61168 -6.13210 -0.58416 0.0 0.0 0.0 0.0965
H -5.16650 -4.18406 -0.58423 0.0 0.0 0.0 0.0844
H -4.43273 -2.02373 -1.36619 0.0 0.0 0.1 0.0724
H -2.99690 -2.41074 -4.32148 0.0 0.0 0.0 0.1260
H -2.28138 -2.32521 -6.67739 0.0 0.0 0.0 0.1009
H -0.15857 -1.20256 -7.29797 0.0 0.0 0.0 0.0964
H 1.20288 -0.10779 -5.53526 0.0 0.0 0.0 0.1010
H 0.43331 -0.14511 -3.19333 -0.2 -0.1 -0.1 0.0261
H 0.52663 3.33524 -0.42810 0.0 0.0 0.0 0.0584
H 1.77118 5.21422 -1.40834 0.0 0.0 0.0 0.1017
H 0.95192 6.30266 -3.48333 0.0 0.0 0.0 0.0958
H -1.13157 5.48989 -4.54367 0.0 0.0 0.0 0.0998
H -2.37415 3.60928 -3.56215 0.0 0.0 0.0 0.1135
H -1.36130 2.52964 1.39810 0.0 0.0 0.0 0.0734
H -2.76195 3.64781 3.04339 0.0 0.0 0.0 0.1108
H -4.90882 4.68011 2.36921 0.0 0.0 0.0 0.1016
H -5.58870 4.62364 -0.01240 0.0 0.0 0.0 0.1057
H -4.18273 3.50291 -1.67470 0.0 0.0 0.0 0.1078
S -0.15309 -0.00071 3.00574 -0.4 0.0 -0.4 0.6197
C 1.27019 0.82203 3.46225 0.0 0.0 0.3 -0.6841
C 1.66138 0.93146 4.80310 -0.1 0.0 0.0 -0.0493
C 2.83519 1.57533 5.14197 0.1 0.0 0.4 -0.1931
C 3.21392 1.67640 6.53431 -0.1 0.0 -0.3 -0.1765
N 3.50157 1.74822 7.64447 0.0 0.0 0.0 0.1594
C 3.65244 2.12525 4.13973 0.3 0.2 0.0 -0.1945
C 3.26473 2.02138 2.81276 -0.1 -0.1 -0.1 -0.0492
C 2.07357 1.37986 2.47838 0.5 0.0 0.0 -0.6517
S 1.59645 1.25142 0.82118 -0.6 -0.3 -0.5 0.6753
C 4.88568 2.80263 4.46205 -0.3 -0.2 -0.1 -0.1829
N 5.87378 3.34835 4.67976 0.0 0.0 0.0 0.1544
H 1.03755 0.50056 5.57571 0.0 0.0 0.0 0.1253
H 3.88980 2.43356 2.03082 0.0 0.0 0.0 0.1201
Cl 2.42257 -0.02387 -1.93419 0.1 0.0 0.0 0.7509
C 3.62244 -0.75764 -0.92527 0.1 0.1 -0.1 -0.6529
C 4.94306 -0.55202 -1.30560 0.0 0.0 0.0 -0.1025
C 5.96279 -1.22035 -0.65457 0.0 0.1 -0.1 -0.0735
C 5.65194 -2.12402 0.34633 -0.1 -0.1 0.1 -0.0660
C 4.33132 -2.31155 0.71804 0.1 0.0 0.0 -0.0926
C 3.28369 -1.59274 0.13566 -0.2 -0.1 0.0 -0.3587
P 1.55043 -2.03160 0.65647 0.1 -0.2 0.1 1.0425
C 1.72571 -2.48218 2.42214 0.0 0.1 0.0 -0.3957
C 0.71314 -3.24579 3.00432 0.1 -0.1 0.0 -0.1756
C 0.75549 -3.57023 4.34987 0.0 0.1 0.0 -0.0624
C 1.80573 -3.12389 5.14098 0.0 0.0 0.0 -0.0712
C 2.79667 -2.33375 4.58126 0.0 0.0 0.0 -0.0718
C 2.75018 -2.00170 3.23431 0.0 0.1 0.1 -0.1154
C 1.54217 -3.65248 -0.22305 0.0 0.1 -0.1 -0.3174
C 1.79957 -3.59488 -1.59548 0.0 0.0 0.0 -0.1141
C 1.89392 -4.75127 -2.34979 0.0 0.0 0.0 -0.0726
C 1.72494 -5.99149 -1.74512 0.0 0.0 0.0 -0.0856
C 1.48008 -6.05781 -0.38435 0.0 0.0 0.0 -0.0818
C 1.39382 -4.89598 0.37663 -0.1 -0.1 0.0 -0.0668
H 5.15447 0.11261 -2.13203 0.0 0.0 0.0 0.1040
H 6.99021 -1.05766 -0.95484 0.0 0.0 0.0 0.1076
H 6.43293 -2.69653 0.82968 0.0 0.0 0.0 0.1076
H 4.09823 -3.04943 1.47165 0.0 0.0 0.0 0.1069
H -0.13669 -3.56103 2.41636 0.0 -0.1 0.0 0.0506
H -0.05315 -4.14342 4.78478 0.0 0.0 0.0 0.1114
H 1.83899 -3.37384 6.19398 0.0 0.0 0.0 0.1051
H 3.60038 -1.95112 5.19808 0.0 0.0 0.0 0.1103
H 3.50301 -1.33607 2.83579 0.0 0.0 0.0 0.1055
H 1.92347 -2.63494 -2.08464 -0.1 0.0 0.0 0.0793
H 2.09916 -4.68257 -3.41078 0.0 0.0 0.0 0.1105
H 1.78724 -6.89659 -2.33592 0.0 0.0 0.0 0.1037
H 1.35242 -7.01782 0.09990 0.0 0.0 0.0 0.1057
H 1.21172 -4.98289 1.43672 0.0 0.0 0.0 0.0898
S -6.47635 -1.56658 0.74168 0.2 -0.2 0.0 -0.3110
Sb -5.20692 -0.81883 2.48264 -1.1 0.0 0.1 0.1587
S -2.61978 0.00425 1.39392 0.5 -0.1 -0.5 0.0304
S -1.87613 -1.91328 1.35854 0.3 0.1 0.1 0.1614
S -5.85719 1.31998 2.86616 0.1 0.0 0.1 -0.3259
```
Positions in Å, forces in eV/Å.

Results
- energy above the lowest of the compared OMol25 structures with the same formula, charge and spin (kcal/mol) = 41.8
- orbital gap (eV) = 4.86
- total charge = -1
- F_max (eV/A) = 1.74
- E_HOMO (hartree) = -0.162
- LUMO (eV) = 0.5

[2]
Entry from the Open Molecules 2025 dataset: 8 unconnected molecules or ions with the total composition C57H44O21 at a distorted geometry (ωB97M-V/def2-TZVPD).

XYZ file:
```
122
Properties=species:S:1:pos:R:3:forces:R:3:lowdin_charge:R:1
O -2.14081 -8.72015 3.76630 1.4 2.1 0.4 0.0827
C -1.23836 -7.86969 3.79296 -0.4 -1.0 -1.4 -0.2217
C 0.18182 -8.29926 4.08655 -0.7 2.2 -0.5 -0.0811
C 0.33004 -9.61207 4.37510 1.8 -1.7 0.1 -0.0319
C 1.62187 -10.07947 4.50815 1.4 0.1 1.8 -0.0531
C 2.74102 -9.22467 4.56384 -1.0 -0.9 -0.9 -0.0546
C 2.58196 -7.89662 4.24467 0.0 0.0 -0.1 -0.0237
C 1.30899 -7.40313 3.97818 -1.2 -0.4 -0.3 -0.0477
C 1.07098 -5.97210 3.51956 -0.5 -1.7 1.2 -0.2822
O 1.93880 -5.14847 3.67149 0.0 0.4 -0.6 0.1068
C -0.33256 -5.67396 3.05078 3.1 4.5 -0.4 -0.0655
C -0.48665 -4.31156 2.55235 -1.2 -1.3 0.1 0.0441
C -1.76119 -3.93242 2.17858 -1.5 -0.6 -0.5 -0.0466
C -2.87112 -4.75895 2.44646 0.9 -0.3 0.1 -0.0490
C -2.64862 -6.00157 2.96822 -2.0 0.0 0.3 -0.0330
C -1.39937 -6.45984 3.24824 -0.4 -2.6 1.0 -0.1244
H -0.37763 -10.41873 4.49720 -0.9 0.8 -0.2 0.1269
H 1.70374 -11.09045 4.87913 0.4 -0.3 -0.4 0.1030
H 3.76085 -9.55490 4.69543 -0.1 -0.5 0.3 0.1062
H 3.52680 -7.37664 4.18729 -0.4 0.9 -0.1 0.1208
H 0.28068 -3.55593 2.47100 0.5 -0.6 -0.1 0.1100
H -2.05837 -3.10156 1.55588 0.9 0.7 0.5 0.0804
H -3.90015 -4.47830 2.27696 0.1 0.4 -0.3 0.1041
H -3.49611 -6.61421 3.23809 0.0 -0.3 -0.1 0.1226
O -1.54657 0.33903 -2.95045 1.1 -0.6 1.2 0.1262
C -2.72054 0.30666 -3.19842 -0.8 0.6 -2.4 -0.3410
C -3.26745 1.16905 -4.25477 -0.7 1.6 -0.6 -0.0488
C -2.40337 2.12965 -4.84211 -1.7 0.2 0.3 0.0214
C -2.93797 3.18615 -5.60681 -0.2 -0.7 0.1 -0.0441
C -4.31137 3.22509 -5.88206 0.7 -0.7 1.2 -0.0363
C -5.11661 2.26947 -5.24903 -1.3 1.0 -0.8 -0.0235
C -4.70225 1.24289 -4.45222 3.2 0.3 -1.1 -0.0692
C -5.68280 0.29324 -3.89332 0.5 2.1 0.9 -0.3188
O -6.85938 0.44811 -4.06178 -1.4 -0.4 -0.7 0.1342
C -5.13304 -0.53239 -2.85603 2.2 -1.1 0.5 -0.0915
C -5.95009 -1.34029 -2.08836 -2.7 3.2 -3.1 -0.0322
C -5.61001 -2.14163 -1.11157 -0.5 -1.6 2.0 -0.0835
C -4.30070 -2.17374 -0.78954 3.7 -0.3 -0.6 -0.0392
C -3.34471 -1.44253 -1.54041 -1.4 1.3 -1.0 0.0550
C -3.75024 -0.51819 -2.62046 -0.1 -3.9 4.4 -0.0319
H -1.35066 2.15575 -4.60230 0.0 -0.3 0.1 0.0903
H -2.25083 3.96530 -5.90204 -0.1 0.1 -0.4 0.1008
H -4.80733 3.99180 -6.45877 0.3 0.2 0.0 0.1056
H -6.18697 2.39975 -5.31034 -0.2 -0.1 -0.4 0.1181
H -6.97773 -1.08393 -2.29965 -0.5 -0.7 -0.1 0.1290
H -6.37892 -2.70988 -0.60929 0.1 -0.1 0.3 0.1256
H -3.89552 -2.87357 -0.07368 -0.1 0.1 0.3 0.0971
H -2.29273 -1.50530 -1.30419 0.0 -0.1 0.0 0.0942
O 1.30458 7.32367 -5.52490 -0.1 -2.7 1.6 0.0719
C 1.34231 6.36540 -4.70749 0.9 4.5 -0.9 -0.2471
C 1.45638 6.73044 -3.23493 -0.3 -0.6 0.6 -0.0519
C 1.73852 8.02583 -2.73312 -1.6 -0.5 -0.9 0.0121
C 1.51106 8.37828 -1.39561 1.0 0.0 -0.3 -0.0598
C 1.12017 7.41014 -0.51263 -0.1 -2.9 -0.1 -0.0489
C 0.97280 6.08759 -0.98569 -0.8 0.4 0.3 -0.0290
C 1.11589 5.71230 -2.30487 0.4 0.3 -0.2 -0.0852
C 1.01380 4.25883 -2.69244 0.2 -2.1 1.7 -0.2063
O 0.87277 3.32570 -1.84434 0.1 3.1 -2.4 0.0565
C 1.26096 3.96201 -4.13627 -0.3 -0.8 -0.7 -0.0885
C 1.32263 2.63160 -4.58792 -1.1 0.0 -0.1 0.0056
C 1.38744 2.24970 -5.95406 -0.2 1.4 2.5 -0.0292
C 1.50093 3.28837 -6.87658 0.5 -1.0 0.6 -0.0577
C 1.67963 4.60262 -6.43942 -1.8 -0.1 0.1 0.0252
C 1.36119 4.97001 -5.09533 1.4 -0.9 -1.3 -0.0951
H 1.85316 8.81981 -3.45620 0.5 0.0 -0.1 0.1151
H 1.76321 9.37126 -1.05382 -0.2 0.2 -0.1 0.1086
H 0.96063 7.35886 0.55429 0.1 1.5 0.2 0.1070
H 0.56876 5.36693 -0.29014 0.4 -0.4 0.1 0.0994
H 1.00527 1.93031 -3.83037 0.6 -0.6 0.1 0.1110
H 1.29266 1.18834 -6.12997 0.0 0.1 -0.6 0.1135
H 1.44671 2.97724 -7.90937 0.4 0.6 -0.3 0.1075
H 1.82382 5.32286 -7.23117 0.0 0.5 0.4 0.1170
O 1.80887 4.45678 2.59261 -0.7 -1.4 -0.5 0.1381
C 0.61387 4.30078 2.56444 1.2 2.4 -0.2 -0.5809
O -0.11491 5.07538 3.39514 -0.9 0.8 0.0 0.0533
C -1.50471 4.76503 3.29782 -0.2 -1.3 0.2 -0.0945
C -1.54793 3.86745 2.05247 0.6 -1.7 0.0 -0.0587
O -0.15421 3.65602 1.68157 0.4 0.6 0.6 0.0234
H -1.68197 4.28806 4.26176 -0.6 -0.6 -0.3 0.1283
H -2.28793 5.51854 3.21493 1.0 1.0 -0.1 0.1310
H -2.07312 4.23037 1.16897 0.0 0.3 0.3 0.1375
H -1.81956 2.83158 2.25567 -0.9 0.2 0.2 0.1227
O 5.95062 -4.61381 -1.76141 -3.2 -0.7 3.6 0.0856
C 4.95347 -4.84221 -1.01618 7.8 -2.8 -2.0 -0.5862
O 3.79008 -4.62707 -1.30919 -6.3 4.2 -2.6 0.1087
C 2.95088 -4.61633 -0.13247 0.0 -1.5 -0.6 -0.0696
C 3.56232 -5.89926 0.43734 -1.7 1.6 0.9 -0.1379
O 4.90798 -5.71335 0.06680 1.8 -0.2 0.8 0.0503
H 3.11788 -3.73682 0.48937 0.1 0.0 -0.3 0.1298
H 1.91487 -4.67388 -0.46633 0.2 0.1 0.2 0.1278
H 3.05653 -6.77086 0.02192 0.6 -0.2 -0.2 0.1341
H 3.34326 -5.82935 1.50282 0.9 -0.6 0.3 0.1102
O -1.02835 -0.30830 4.31505 2.2 2.1 0.4 0.1202
C -0.13534 0.38418 4.80213 -1.7 -2.8 1.2 -0.6056
O 0.41772 0.09915 5.98862 -0.1 -0.8 2.5 0.0462
C 1.11417 1.22319 6.62424 -0.3 -0.9 -1.8 -0.0739
C 1.40525 2.04103 5.36018 -0.6 -0.6 0.5 -0.0365
O 0.45670 1.43800 4.35357 1.5 3.6 -1.2 0.0691
H 0.49501 1.73909 7.35813 -0.3 -0.2 -0.2 0.1273
H 2.02662 0.86928 7.10412 -0.2 -0.2 -0.1 0.1315
H 2.45042 1.91183 5.07902 -0.4 0.0 -0.7 0.1339
H 1.17710 3.08220 5.58826 -0.1 0.0 -0.9 0.1266
O 4.67489 0.66653 -1.56261 -1.1 0.9 1.8 0.1140
C 4.15904 1.48381 -0.80099 2.6 -5.8 -1.1 -0.6585
O 3.82316 2.61609 -1.20606 -1.5 5.4 -1.3 0.1009
C 3.68218 3.53186 -0.11123 -0.1 0.3 0.5 -0.0695
C 3.49257 2.58147 1.06905 0.5 -1.4 -0.3 -0.0734
O 3.93287 1.30057 0.50482 0.0 0.4 0.2 0.0590
H 4.58775 4.13313 -0.03049 0.2 -0.2 0.0 0.1354
H 2.86606 4.24060 -0.25170 -0.2 -0.4 -0.2 0.1041
H 2.45801 2.42267 1.37331 0.3 0.4 0.2 0.1033
H 4.20644 2.71800 1.88136 -0.6 0.5 0.2 0.1330
O 1.13620 -2.43381 0.11138 -1.1 3.2 0.5 0.1160
C 0.54638 -1.36563 0.24756 -0.5 -2.1 -0.3 -0.4700
O 0.99238 -0.11677 0.07705 -0.2 -0.4 -0.4 0.0970
C -0.10022 0.82165 0.16852 0.2 0.5 1.2 -0.1063
C -1.28624 0.02181 0.69920 1.3 0.5 -1.0 -0.0916
O -0.80734 -1.36637 0.58510 -0.1 1.6 0.2 0.0087
H 0.13683 1.54048 0.95287 0.5 0.0 -0.4 0.0980
H -0.34329 1.37832 -0.73654 0.7 -0.5 -0.3 0.1096
H -2.08330 0.33768 0.02613 -0.5 -1.2 0.2 0.1103
H -1.47379 0.43722 1.68933 -0.3 -1.3 0.4 0.1058
```
Positions in Å, forces in eV/Å.

Results
- orbital gap (eV) = 7.94
- total charge = 0
- structure (SMILES) = O=C1c2ccccc2C(=O)c2ccccc21.O=C1c2ccccc2C(=O)c2ccccc21.O=C1c2ccccc2C(=O)c2ccccc21.O=C1OCCO1.O=C1OCCO1.O=C1OCCO1.O=C1OCCO1.O=C1OCCO1
- F_max (eV/A) = 8.48
- E_HOMO (hartree) = -0.349
- LUMO (eV) = -1.6